(1)
{
  "formula": "C18H62N22O12Sn",
  "method": "ωB97M-V/def2-TZVPD",
  "e_lumo_ev": -4.95,
  "spin_multiplicity": 1,
  "e_homo_ev": -13.13,
  "charge": 2,
  "species": ["Sn", "C", "C", "C", "O", "C", "N", "H", "H", "H", "H", "H", "H", "H", "H", "H", "H", "H", "C", "C", "C", "O", "C", "N", "H", "H", "H", "H", "H", "H", "H", "H", "H", "H", "H", "C", "O", "N", "N", "H", "H", "H", "H", "C", "O", "N", "N", "H", "H", "H", "H", "C", "O", "N", "N", "H", "H", "H", "H", "C", "O", "N", "N", "H", "H", "H", "H", "C", "O", "N", "N", "H", "H", "H", "H", "C", "O", "N", "N", "H", "H", "H", "H", "C", "O", "N", "N", "H", "H", "H", "H", "C", "O", "N", "N", "H", "H", "H", "H", "C", "O", "N", "N", "H", "H", "H", "H", "C", "O", "N", "N", "H", "H", "H", "H"],
  "coordinates": [[0.265, -0.142, -0.165], [-0.282, -5.432, -1.073], [-0.671, -4.042, -0.590], [-0.134, -3.659, 0.831], [-0.765, -2.477, 1.279], [-2.158, -2.603, 1.487], [-0.058, -3.177, -1.528], [-0.847, -5.731, -1.956], [-0.448, -6.137, -0.258], [0.783, -5.522, -1.283], [-1.742, -3.853, -0.516], [0.928, -3.418, 0.875], [-0.165, -4.363, 1.662], [-2.499, -3.581, 1.826], [-2.758, -2.380, 0.605], [-2.481, -1.841, 2.196], [0.946, -3.287, -1.529], [-0.391, -3.479, -2.433], [0.423, -0.449, -5.474], [0.494, 0.020, -3.989], [0.609, 1.532, -3.859], [0.793, 1.999, -2.496], [1.256, 3.345, -2.504], [-0.674, -0.569, -3.317], [0.023, -1.457, -5.590], [1.371, -0.324, -5.998], [-0.209, 0.101, -6.172], [1.381, -0.454, -3.569], [-0.337, 1.936, -4.218], [1.404, 1.891, -4.513], [1.625, 3.719, -1.549], [0.384, 3.960, -2.725], [2.058, 3.413, -3.240], [-1.424, -0.057, -3.757], [-0.808, -1.493, -3.702], [-1.266, 0.097, 3.858], [-1.221, 0.470, 2.680], [-0.319, -0.690, 4.290], [-2.051, 0.485, 4.805], [0.433, -0.650, 3.616], [-0.052, -0.730, 5.263], [-2.670, 1.271, 4.669], [-1.897, 0.060, 5.708], [3.302, -3.399, -0.811], [2.607, -2.483, -0.538], [4.089, -4.007, 0.005], [3.385, -3.923, -1.970], [3.999, -3.843, 0.997], [4.708, -4.754, -0.274], [4.080, -4.646, -2.085], [2.823, -3.389, -2.618], [-3.733, 4.139, -3.732], [-4.101, 4.857, -2.803], [-2.785, 3.245, -3.614], [-4.163, 4.143, -4.940], [-2.650, 2.591, -4.372], [-2.161, 3.093, -2.834], [-5.103, 4.509, -4.985], [-3.775, 3.511, -5.626], [-3.741, 0.433, -0.975], [-2.783, -0.285, -0.675], [-3.705, 1.733, -0.938], [-4.919, -0.018, -1.231], [-2.769, 2.100, -0.840], [-4.375, 2.348, -1.378], [-5.718, 0.570, -1.422], [-5.042, -0.990, -1.477], [2.332, 2.732, 1.889], [1.349, 2.251, 1.376], [2.675, 2.436, 3.139], [3.105, 3.563, 1.340], [3.222, 3.119, 3.645], [2.087, 1.790, 3.645], [3.710, 4.021, 2.007], [3.002, 4.028, 0.449], [-4.335, 2.561, 3.128], [-4.259, 2.379, 4.299], [-5.483, 2.699, 2.541], [-3.347, 2.660, 2.306], [-6.246, 2.884, 3.175], [-5.423, 3.359, 1.778], [-3.473, 2.949, 1.346], [-2.505, 2.264, 2.698], [1.249, -4.772, 4.363], [2.309, -4.902, 3.763], [0.782, -5.656, 5.237], [0.514, -3.722, 4.295], [1.339, -6.421, 5.590], [-0.082, -5.332, 5.646], [-0.343, -3.672, 4.826], [0.610, -3.014, 3.581], [4.125, 1.104, -1.315], [3.053, 1.010, -0.708], [4.929, 0.156, -1.680], [4.688, 2.144, -1.813], [4.580, -0.781, -1.540], [5.801, 0.391, -2.133], [4.196, 2.974, -1.514], [5.375, 2.160, -2.553], [2.923, -1.236, 2.476], [1.743, -0.951, 2.615], [3.378, -2.409, 2.865], [3.848, -0.505, 1.948], [2.744, -3.116, 3.209], [4.374, -2.559, 2.783], [3.518, 0.302, 1.439], [4.820, -0.763, 2.033], [-1.476, 4.031, -0.249], [-1.334, 2.958, -0.788], [-2.057, 5.074, -0.787], [-0.668, 4.348, 0.713], [-2.660, 4.899, -1.578], [-2.225, 5.873, -0.192], [-0.766, 5.226, 1.201], [-0.018, 3.627, 0.991]]
}



(2)
{
  "formula": "C12H20BrF3NO4",
  "method": "ωB97M-V/def2-TZVPD",
  "e_lumo_ev": -3.29,
  "spin_multiplicity": 1,
  "de_lowest_ev": 0.000,
  "e_homo_ev": -13.12,
  "charge": 1,
  "species": ["C", "C", "C", "C", "N", "C", "O", "C", "F", "F", "F", "C", "C", "O", "Br", "H", "H", "H", "H", "H", "H", "H", "H", "H", "H", "H", "H", "H", "H", "O", "C", "O", "C", "C", "C", "H", "H", "H", "H", "H", "H"],
  "coordinates": [[0.691, -3.605, 2.053], [1.328, -3.210, 0.671], [2.782, -2.669, 0.816], [0.395, -2.405, -0.254], [0.305, -0.911, -0.069], [1.412, -0.155, -0.761], [0.944, 1.185, -0.906], [1.806, 1.987, -1.597], [1.076, 2.687, -2.445], [2.399, 2.874, -0.826], [2.758, 1.331, -2.228], [-0.039, -0.427, 1.317], [1.115, -0.038, 2.262], [1.308, -0.696, 3.182], [2.225, 1.542, 2.076], [1.328, -3.307, 2.896], [0.632, -4.703, 2.120], [-0.344, -3.254, 2.160], [1.456, -4.183, 0.168], [3.427, -3.553, 0.944], [2.945, -2.046, 1.704], [3.149, -2.192, -0.108], [0.676, -2.595, -1.301], [-0.623, -2.813, -0.144], [-0.513, -0.636, -0.634], [1.488, -0.629, -1.750], [2.357, -0.192, -0.210], [-0.665, 0.475, 1.178], [-0.717, -1.160, 1.769], [-3.227, 2.043, 1.491], [-3.061, 2.276, 0.330], [-2.861, 1.299, -0.602], [-2.581, 1.897, -1.879], [-3.160, 3.299, -1.801], [-2.988, 3.637, -0.324], [-1.497, 1.900, -2.027], [-3.041, 1.307, -2.670], [-2.674, 4.003, -2.474], [-4.222, 3.274, -2.051], [-2.009, 4.074, -0.118], [-3.778, 4.286, 0.042]]
}



(3)
{
  "formula": "C3H8N3O",
  "method": "ωB97M-V/def2-TZVPD",
  "e_lumo_ev": [4.06, 4.01],
  "spin_multiplicity": 1,
  "de_lowest_ev": 2.925,
  "e_homo_ev": [-3.10, -3.52],
  "charge": -1,
  "species": ["C", "C", "C", "N", "N", "N", "O", "H", "H", "H", "H", "H", "H", "H", "H"],
  "coordinates": [[1.004, 0.900, -0.569], [0.482, -1.309, 0.515], [0.064, -0.216, -0.447], [-4.179, 0.446, 0.371], [-2.082, 0.908, 0.197], [-2.989, 0.100, -0.026], [-2.845, -0.948, -0.719], [1.929, 0.416, -0.853], [0.645, 1.626, -1.445], [1.012, 1.378, 0.325], [1.242, -2.005, 0.163], [-0.438, -1.919, 0.675], [0.753, -0.799, 1.520], [-0.750, -0.421, -1.151], [-3.959, 1.270, 0.886]]
}



(4)
{
  "formula": "C15H30O20PV",
  "method": "ωB97M-V/def2-TZVPD",
  "e_lumo_ev": [2.13, 2.13],
  "spin_multiplicity": 2,
  "de_lowest_ev": 4.104,
  "e_homo_ev": [-3.62, -3.68],
  "charge": -1,
  "species": ["O", "V", "P", "O", "O", "O", "O", "C", "O", "C", "O", "O", "C", "H", "H", "H", "H", "H", "H", "C", "O", "C", "O", "O", "C", "H", "H", "H", "H", "H", "H", "C", "O", "C", "O", "O", "C", "H", "H", "H", "H", "H", "H", "C", "O", "C", "O", "O", "C", "H", "H", "H", "H", "H", "H", "C", "O", "C", "O", "O", "C", "H", "H", "H", "H", "H", "H"],
  "coordinates": [[10.382, -0.918, 24.454], [9.168, -1.455, 23.589], [6.898, -0.858, 24.107], [5.759, 0.134, 24.111], [7.205, -1.921, 22.996], [7.879, -1.214, 25.170], [7.800, 0.139, 23.449], [13.618, -1.413, 29.059], [12.577, -0.533, 28.908], [11.576, -0.867, 28.153], [11.507, -1.952, 27.501], [10.697, 0.082, 28.157], [9.442, -0.023, 27.430], [14.457, -0.980, 28.515], [13.541, -2.412, 28.628], [13.837, -1.396, 30.127], [9.150, -1.063, 27.281], [9.257, 0.648, 26.592], [8.659, 0.408, 28.054], [12.322, 6.265, 26.801], [12.187, 5.279, 25.763], [11.160, 4.377, 25.839], [10.426, 4.301, 26.794], [11.226, 3.647, 24.768], [10.206, 2.720, 24.582], [12.388, 5.766, 27.768], [11.500, 6.979, 26.742], [13.226, 6.868, 26.716], [10.401, 2.228, 23.628], [9.232, 3.204, 24.657], [10.124, 1.926, 25.324], [12.831, -0.768, 20.881], [11.651, -0.328, 20.136], [10.437, -0.013, 20.778], [10.214, -0.135, 21.977], [9.572, 0.432, 19.848], [8.531, 1.176, 20.275], [13.618, -0.955, 20.150], [12.612, -1.593, 21.560], [13.115, 0.051, 21.541], [7.882, 0.531, 20.868], [7.820, 1.494, 19.513], [8.868, 1.933, 20.984], [7.136, -4.659, 24.474], [8.123, -5.115, 25.323], [9.319, -4.437, 25.383], [9.568, -3.338, 24.812], [10.196, -5.187, 26.091], [11.560, -4.770, 26.209], [6.258, -5.305, 24.492], [7.530, -4.578, 23.461], [6.779, -3.709, 24.871], [12.155, -5.683, 26.242], [11.783, -4.133, 27.065], [11.883, -4.243, 25.312], [7.951, -3.364, 20.352], [9.144, -4.113, 20.364], [10.038, -3.873, 21.371], [10.042, -2.895, 22.168], [10.940, -4.916, 21.484], [11.112, -5.972, 20.572], [7.172, -3.676, 19.657], [8.143, -2.302, 20.202], [7.414, -3.446, 21.297], [11.527, -5.671, 19.610], [10.207, -6.509, 20.290], [11.773, -6.753, 20.947]]
}



(5)
{
  "formula": "C14H16F5N5OY",
  "method": "ωB97M-V/def2-TZVPD",
  "e_lumo_ev": [-4.98, -4.57],
  "spin_multiplicity": 1,
  "e_homo_ev": [-12.30, -12.30],
  "charge": 1,
  "species": ["Y", "C", "N", "C", "C", "C", "N", "C", "C", "H", "H", "H", "H", "H", "H", "H", "H", "H", "H", "H", "H", "H", "H", "H", "H", "F", "C", "C", "F", "C", "F", "C", "O", "C", "F", "C", "F", "N", "C", "N", "C", "N"],
  "coordinates": [[-0.082, -0.344, 0.272], [-1.283, 2.122, -1.488], [-0.140, 1.908, -0.570], [-0.226, 2.881, 0.543], [1.132, 2.051, -1.324], [2.346, 1.540, -0.560], [2.263, 0.093, -0.239], [2.657, -0.728, -1.406], [3.148, -0.223, 0.906], [-1.210, 3.104, -1.963], [-2.213, 2.073, -0.925], [-1.288, 1.350, -2.257], [-0.268, 3.902, 0.152], [0.628, 2.788, 1.211], [-1.129, 2.688, 1.120], [1.293, 3.104, -1.582], [1.018, 1.510, -2.266], [2.465, 2.086, 0.376], [3.243, 1.738, -1.154], [3.702, -0.544, -1.668], [2.026, -0.502, -2.265], [2.538, -1.786, -1.169], [4.181, 0.056, 0.684], [3.114, -1.293, 1.110], [2.809, 0.312, 1.792], [-4.358, -3.359, 0.203], [-3.320, -2.651, -0.229], [-1.934, -3.151, -0.160], [-1.074, -2.617, 0.783], [-1.403, -3.662, -1.381], [-2.138, -4.574, -2.004], [-1.565, -2.255, -1.726], [-0.642, -1.358, -1.621], [-3.040, -1.885, -1.673], [-3.783, -1.775, -2.767], [-3.318, -1.233, -0.428], [-2.474, -0.307, 0.247], [-0.155, 0.212, 6.926], [-0.410, -0.160, 5.867], [-0.747, -0.628, 4.672], [-0.343, -0.341, 3.549], [-0.024, -0.142, 2.412]]
}



Number 1: F_max 0.13691 hartree/bohr. Number 2: F_max 0.07295 hartree/bohr. Number 3: F_max 0.10131 hartree/bohr. Number 4: F_max 0.16626 hartree/bohr. Number 5: F_max 0.01103 hartree/bohr.